No. 1
Density functional theory data (wB97M-V/def2-TZVPD) for an isolated ion of composition C6H11N2 and charge +1 at a distorted geometry.

Results
energy relative to the best compared isomer or geometry (same formula, charge and spin)	138.03	kcal per mole
total energy	-344.2952	Eh
frontier orbital gap	8.3	eV
LUMO level	-4.550	eV
SMILES	C=[NH+]CC1=CN1CC
net charge	+1

```
19
C6H11N2 wB97M-V/def2-TZVPD
C 1.492 -1.245 0.640
N 2.018 -0.047 0.480
C 1.291 1.185 0.583
C 0.485 1.209 -0.619
C 0.427 0.757 -1.855
N -0.170 -0.096 -0.928
C -1.662 -0.193 -0.726
C -2.125 -0.471 0.765
H 2.023 -2.137 0.216
H 0.594 -1.322 1.169
H 2.938 0.130 0.155
H 1.991 1.990 0.648
H 0.801 1.155 1.549
H 0.434 1.015 -2.923
H -2.187 0.630 -1.178
H -1.809 -1.030 -1.368
H -1.443 0.048 1.390
H -3.066 -0.059 0.841
H -2.032 -1.519 1.160
```



No. 2
Density functional theory data (wB97M-V/def2-TZVPD) for a single C5H6O3 molecule at a distorted geometry.

Results
energy relative to the best compared isomer or geometry (same formula, charge and spin)	55.17	kcal per mole
total energy	-419.7515	Eh
frontier orbital gap	10.3	eV
LUMO level	0.763	eV
SMILES	O=C1OC=CCCO1

```
14
C5H6O3 wB97M-V/def2-TZVPD
O 3.114 0.204 -0.323
C 1.985 0.066 -0.068
O 1.084 0.860 0.658
C 0.037 1.590 0.162
C -1.069 0.889 -0.297
C -1.180 -0.518 -0.229
C 0.002 -1.140 0.525
O 1.279 -1.169 -0.210
H 0.397 2.572 -0.233
H -1.839 1.547 -0.837
H -1.247 -0.968 -1.267
H -2.171 -1.052 0.178
H -0.475 -2.122 0.442
H 0.083 -0.759 1.500
```



No. 3
Density functional theory data (wB97M-V/def2-TZVPD) for a 13-piece molecular cluster, C49H92O39 overall at a distorted geometry.

Results
total energy	-4856.4233	Eh
frontier orbital gap	10.5	eV
LUMO level	0.099	eV

```
180
C49H92O39 wB97M-V/def2-TZVPD
C -1.860 2.180 9.541
C -0.949 1.742 10.720
O 0.374 2.119 10.208
C 0.273 2.185 8.914
O 1.274 2.251 8.249
O -1.009 2.103 8.426
H -2.209 3.202 9.685
H -2.687 1.473 9.475
H -1.184 0.693 10.898
H -1.323 2.410 11.496
C 1.186 0.930 1.203
C 0.979 2.025 0.157
O 2.236 2.071 -0.402
C 2.758 0.789 -0.421
O 3.580 0.358 -1.261
O 2.242 0.187 0.603
H 0.303 0.317 1.385
H 1.520 1.249 2.190
H 0.624 2.905 0.694
H 0.303 1.704 -0.635
C 8.413 1.613 3.522
C 9.029 0.424 2.835
O 10.108 0.262 3.708
C 9.673 0.536 4.956
O 10.251 0.235 5.975
O 8.634 1.339 4.891
H 7.348 1.765 3.345
H 8.958 2.417 3.029
H 9.299 0.620 1.797
H 8.416 -0.470 2.716
C -3.951 -11.041 7.869
C -5.085 -10.639 6.843
O -5.212 -9.211 6.848
C -6.004 -8.613 5.905
O -6.761 -9.201 5.117
O -5.827 -7.259 5.801
C -4.570 -6.648 6.164
H -3.655 -12.082 7.739
H -4.379 -10.912 8.863
H -3.027 -10.473 7.762
H -6.033 -11.091 7.137
H -4.821 -10.911 5.821
H -3.835 -6.359 5.413
H -4.071 -7.212 6.952
H -4.902 -5.797 6.758
C -1.586 -5.522 -1.518
C -2.513 -4.904 -2.570
O -3.778 -5.275 -2.132
C -4.552 -4.364 -1.527
O -4.169 -3.249 -1.098
O -5.749 -4.956 -1.329
C -6.782 -4.132 -0.827
H -0.609 -5.319 -1.956
H -1.706 -6.605 -1.490
H -1.652 -5.136 -0.501
H -2.204 -5.185 -3.577
H -2.336 -3.828 -2.552
H -7.741 -4.649 -0.801
H -6.881 -3.214 -1.407
H -6.551 -3.906 0.214
C -1.701 8.841 -5.284
C -1.271 8.722 -3.880
O -0.167 9.471 -3.705
C 0.305 9.561 -2.492
O -0.209 9.092 -1.451
O 1.404 10.238 -2.640
C 2.165 10.650 -1.531
H -2.422 8.037 -5.436
H -0.913 8.492 -5.951
H -2.016 9.791 -5.715
H -1.138 7.699 -3.528
H -2.094 9.102 -3.276
H 3.159 11.077 -1.664
H 2.394 9.768 -0.931
H 1.573 11.319 -0.907
C -6.630 3.614 2.066
C -6.459 3.575 3.600
O -7.058 2.386 4.151
C -8.416 2.317 4.307
O -9.235 3.217 4.047
O -8.594 1.200 4.977
C -9.838 0.831 5.598
H -6.018 4.384 1.596
H -7.632 3.635 1.638
H -6.286 2.648 1.696
H -6.828 4.461 4.115
H -5.390 3.492 3.795
H -9.974 1.502 6.446
H -9.905 -0.184 5.990
H -10.667 1.113 4.949
C 3.055 5.292 -7.409
C 2.767 4.073 -6.533
O 2.444 2.852 -7.259
C 1.212 2.298 -7.211
O 0.309 2.567 -6.408
O 1.148 1.288 -8.143
C 0.025 0.491 -8.235
H 3.891 5.302 -8.109
H 3.213 6.068 -6.660
H 2.124 5.546 -7.916
H 2.019 4.363 -5.794
H 3.697 3.840 -6.014
H 0.181 -0.361 -7.573
H -0.209 0.069 -9.213
H -0.858 1.066 -7.955
C 2.147 8.070 5.992
C 0.606 8.265 6.223
O 0.452 8.636 7.561
C -0.766 8.972 8.175
O -1.940 8.753 7.758
O -0.502 9.615 9.367
C 0.725 9.663 10.096
H 2.313 7.622 5.012
H 2.384 7.330 6.756
H 2.657 9.032 6.047
H 0.066 7.350 5.981
H 0.084 9.028 5.644
H 1.531 9.722 9.365
H 0.917 8.754 10.666
H 0.904 10.563 10.683
C 2.661 -3.279 -15.007
C 4.170 -3.257 -14.735
O 4.417 -2.959 -13.373
C 5.560 -2.977 -12.881
O 6.592 -3.431 -13.386
O 5.366 -2.572 -11.572
C 6.332 -2.637 -10.560
H 2.209 -2.287 -15.016
H 2.259 -3.765 -14.119
H 2.398 -3.691 -15.981
H 4.675 -2.488 -15.320
H 4.588 -4.249 -14.910
H 6.011 -2.725 -9.522
H 6.732 -1.629 -10.665
H 7.202 -3.272 -10.731
C -7.424 2.541 -4.560
C -8.336 3.179 -5.650
O -8.746 4.464 -5.212
C -9.663 4.649 -4.387
O -10.362 3.711 -4.016
O -9.829 5.959 -4.146
C -10.806 6.542 -3.377
H -8.014 2.283 -3.681
H -6.638 3.230 -4.252
H -6.933 1.688 -5.030
H -9.222 2.570 -5.826
H -7.679 3.227 -6.518
H -10.492 6.364 -2.348
H -11.762 6.032 -3.492
H -10.872 7.627 -3.458
C 1.796 -6.224 5.268
C 1.712 -7.761 5.145
O 1.958 -8.153 3.802
C 1.684 -9.475 3.439
O 1.443 -10.384 4.207
O 1.940 -9.611 2.174
C 1.732 -10.812 1.415
H 1.431 -5.940 6.255
H 1.047 -5.784 4.609
H 2.777 -5.798 5.059
H 0.717 -8.113 5.417
H 2.237 -8.227 5.979
H 2.382 -11.676 1.554
H 1.846 -10.651 0.343
H 0.714 -11.193 1.492
C 8.899 -6.223 -0.233
C 8.627 -5.298 -1.450
O 9.748 -4.437 -1.810
C 10.890 -5.004 -2.255
O 11.012 -6.142 -2.694
O 11.835 -4.094 -2.193
C 13.164 -4.511 -2.360
H 9.098 -5.537 0.591
H 9.699 -6.949 -0.377
H 7.984 -6.803 -0.106
H 7.824 -4.606 -1.195
H 8.402 -5.917 -2.318
H 13.597 -4.802 -1.404
H 13.678 -3.631 -2.746
H 13.386 -5.210 -3.167
```



No. 4
Density functional theory data (wB97M-V/def2-TZVPD) for a 8-piece molecular cluster, C11H36NO10 overall at a distorted geometry.

Results
total energy	-1247.8302	Eh
frontier orbital gap	10.1	eV
LUMO level	3.002	eV
net charge	-1

```
58
C11H36NO10 wB97M-V/def2-TZVPD
N 4.112 1.201 15.138
O 3.536 2.038 14.406
O 5.109 0.580 14.727
O 3.653 0.965 16.286
C 5.692 -1.943 12.761
O 6.755 -1.064 13.069
H 4.859 -1.973 13.469
H 5.246 -1.662 11.797
H 6.100 -2.955 12.685
H 6.432 -0.413 13.713
C 1.692 -0.856 13.102
O 1.056 0.012 12.207
H 0.969 -1.492 13.613
H 2.460 -1.488 12.642
H 2.186 -0.317 13.923
H 1.683 0.701 11.937
C 5.767 -1.207 18.632
C 6.857 -1.311 17.564
C 6.480 -2.409 16.576
O 7.029 -0.069 16.901
H 5.567 -2.135 19.171
H 4.834 -0.906 18.144
H 5.978 -0.422 19.361
H 7.815 -1.516 18.050
H 6.294 -3.340 17.125
H 7.265 -2.633 15.851
H 5.568 -2.170 16.027
H 6.255 0.081 16.334
C 4.480 5.579 16.869
C 5.353 5.114 15.703
C 6.336 4.012 16.115
O 4.540 4.704 14.614
H 3.898 6.450 16.556
H 5.132 5.925 17.679
H 3.781 4.829 17.237
H 5.959 5.966 15.381
H 6.797 4.265 17.073
H 7.130 3.949 15.372
H 5.844 3.047 16.233
H 4.253 3.781 14.770
C 0.792 -0.720 19.021
C 0.562 -1.023 17.529
C -0.148 0.111 16.817
O 1.825 -1.274 16.889
H 1.403 0.180 19.088
H 1.301 -1.581 19.450
H -0.163 -0.515 19.508
H 0.017 -1.963 17.417
H -0.345 -0.176 15.780
H 0.508 0.981 16.703
H -1.088 0.403 17.284
H 2.261 -0.404 16.828
O 3.563 1.914 19.034
H 3.572 1.595 18.113
H 3.048 2.726 19.002
O 3.337 1.658 11.564
H 4.155 1.761 11.071
H 3.586 1.823 12.494
```



The lowest frontier orbital gap belongs to which entry?
C6H11N2



Look up the LUMO level of the fourth one.
3.002 eV



total energy of number 4 (C11H36NO10)?
-1247.8302 Eh



Please write out number 4 again, unchanged.
Density functional theory data (wB97M-V/def2-TZVPD) for a 8-piece molecular cluster, C11H36NO10 overall at a distorted geometry.

Results
total energy	-1247.8302	Eh
frontier orbital gap	10.1	eV
LUMO level	3.002	eV
net charge	-1

```
58
C11H36NO10 wB97M-V/def2-TZVPD
N 4.112 1.201 15.138
O 3.536 2.038 14.406
O 5.109 0.580 14.727
O 3.653 0.965 16.286
C 5.692 -1.943 12.761
O 6.755 -1.064 13.069
H 4.859 -1.973 13.469
H 5.246 -1.662 11.797
H 6.100 -2.955 12.685
H 6.432 -0.413 13.713
C 1.692 -0.856 13.102
O 1.056 0.012 12.207
H 0.969 -1.492 13.613
H 2.460 -1.488 12.642
H 2.186 -0.317 13.923
H 1.683 0.701 11.937
C 5.767 -1.207 18.632
C 6.857 -1.311 17.564
C 6.480 -2.409 16.576
O 7.029 -0.069 16.901
H 5.567 -2.135 19.171
H 4.834 -0.906 18.144
H 5.978 -0.422 19.361
H 7.815 -1.516 18.050
H 6.294 -3.340 17.125
H 7.265 -2.633 15.851
H 5.568 -2.170 16.027
H 6.255 0.081 16.334
C 4.480 5.579 16.869
C 5.353 5.114 15.703
C 6.336 4.012 16.115
O 4.540 4.704 14.614
H 3.898 6.450 16.556
H 5.132 5.925 17.679
H 3.781 4.829 17.237
H 5.959 5.966 15.381
H 6.797 4.265 17.073
H 7.130 3.949 15.372
H 5.844 3.047 16.233
H 4.253 3.781 14.770
C 0.792 -0.720 19.021
C 0.562 -1.023 17.529
C -0.148 0.111 16.817
O 1.825 -1.274 16.889
H 1.403 0.180 19.088
H 1.301 -1.581 19.450
H -0.163 -0.515 19.508
H 0.017 -1.963 17.417
H -0.345 -0.176 15.780
H 0.508 0.981 16.703
H -1.088 0.403 17.284
H 2.261 -0.404 16.828
O 3.563 1.914 19.034
H 3.572 1.595 18.113
H 3.048 2.726 19.002
O 3.337 1.658 11.564
H 4.155 1.761 11.071
H 3.586 1.823 12.494
```